Entry 1:
{
  "formula": "C52H36BrF4NO3P2SSe2Tl",
  "method": "the ωB97M-V functional and the def2-TZVPD basis",
  "symbols": ["Tl", "O", "C", "O", "C", "C", "C", "C", "C", "C", "C", "C", "C", "N", "H", "H", "H", "H", "H", "H", "Se", "P", "Se", "C", "C", "C", "C", "C", "C", "C", "C", "C", "C", "C", "C", "H", "H", "H", "H", "H", "H", "H", "H", "H", "H", "F", "C", "C", "F", "C", "F", "C", "P", "C", "C", "C", "C", "C", "C", "C", "C", "C", "C", "C", "C", "C", "Br", "C", "F", "H", "H", "H", "H", "H", "H", "H", "H", "H", "H", "O", "S", "C", "C", "C", "C", "C", "C", "C", "C", "C", "C", "C", "C", "H", "H", "H", "H", "H", "H", "H", "H", "H", "H"],
  "xyz": [[0.13, 0.00, 0.09], [1.77, 1.71, 3.63], [1.09, 1.27, 2.73], [1.50, 0.56, 1.75], [-0.44, 1.52, 2.81], [-0.90, 2.25, 3.92], [-2.25, 2.43, 4.07], [-3.14, 1.90, 3.12], [-4.54, 2.05, 3.22], [-5.36, 1.53, 2.27], [-4.82, 0.85, 1.17], [-3.47, 0.68, 1.04], [-2.59, 1.20, 2.01], [-1.25, 1.03, 1.90], [-0.16, 2.63, 4.60], [-2.64, 2.98, 4.92], [-4.94, 2.58, 4.07], [-6.43, 1.64, 2.35], [-5.48, 0.44, 0.42], [-3.07, 0.16, 0.20], [0.42, 2.43, -1.19], [-1.35, 1.70, -2.26], [-1.66, -0.48, -2.09], [-1.24, 2.12, -4.02], [-0.88, 3.43, -4.34], [-0.81, 3.81, -5.67], [-1.07, 2.88, -6.67], [-1.39, 1.57, -6.35], [-1.47, 1.19, -5.02], [-2.82, 2.58, -1.62], [-4.08, 2.34, -2.17], [-5.18, 2.98, -1.63], [-5.05, 3.83, -0.55], [-3.79, 4.07, -0.01], [-2.68, 3.44, -0.54], [-0.67, 4.13, -3.54], [-0.55, 4.82, -5.93], [-1.03, 3.18, -7.71], [-1.58, 0.85, -7.13], [-1.72, 0.17, -4.77], [-4.18, 1.67, -3.01], [-6.16, 2.80, -2.06], [-5.91, 4.32, -0.13], [-3.67, 4.74, 0.83], [-1.70, 3.63, -0.12], [0.39, -7.96, -0.22], [0.37, -6.70, 0.20], [-0.03, -6.41, 1.50], [-0.40, -7.39, 2.32], [-0.05, -5.09, 1.94], [-0.40, -4.84, 3.20], [0.31, -4.04, 1.10], [0.14, -2.30, 1.71], [1.29, -2.22, 3.10], [2.48, -2.95, 3.11], [3.36, -2.77, 4.16], [3.08, -1.87, 5.18], [1.92, -1.13, 5.15], [1.02, -1.29, 4.11], [-1.54, -2.38, 2.41], [-1.82, -2.49, 3.77], [-3.13, -2.53, 4.20], [-4.17, -2.48, 3.28], [-3.89, -2.39, 1.93], [-2.58, -2.33, 1.49], [0.73, -4.35, -0.19], [1.32, -3.00, -1.37], [0.76, -5.66, -0.64], [1.18, -5.92, -1.88], [2.70, -3.64, 2.32], [4.29, -3.33, 4.17], [3.78, -1.75, 5.99], [1.71, -0.40, 5.92], [0.13, -0.69, 4.07], [-1.02, -2.58, 4.50], [-3.34, -2.62, 5.25], [-5.19, -2.51, 3.62], [-4.70, -2.39, 1.21], [-2.36, -2.27, 0.43], [2.14, 0.08, -1.16], [3.05, -0.49, -2.21], [4.68, -0.51, -1.42], [5.83, -0.50, -2.20], [7.06, -0.64, -1.58], [7.13, -0.81, -0.21], [5.98, -0.81, 0.56], [4.74, -0.66, -0.05], [3.33, 0.89, -3.35], [3.40, 0.60, -4.70], [3.56, 1.64, -5.61], [3.64, 2.94, -5.16], [3.57, 3.22, -3.80], [3.43, 2.19, -2.89], [5.76, -0.37, -3.27], [7.96, -0.62, -2.18], [8.09, -0.93, 0.26], [6.03, -0.93, 1.63], [3.83, -0.63, 0.54], [3.32, -0.42, -5.04], [3.62, 1.42, -6.66], [3.76, 3.75, -5.87], [3.64, 4.24, -3.45], [3.38, 2.40, -1.83]],
  "mulliken_charge": [2.24, -0.72, 0.20, -0.36, 0.16, -1.08, -1.31, 1.38, -0.91, -1.14, -1.04, 0.20, -0.18, 1.27, 0.70, 0.50, 0.49, 0.49, 0.59, 0.38, -0.38, 0.20, -0.46, 0.96, -0.62, -0.73, -0.53, -0.66, -0.42, 0.83, -0.53, -0.89, -0.49, -0.67, -0.26, 0.46, 0.45, 0.43, 0.46, 0.31, 0.43, 0.44, 0.45, 0.48, 0.34, -0.27, 0.51, 0.31, -0.28, 0.25, -0.37, -0.23, 0.34, 1.21, -0.96, -0.74, -0.96, -1.07, -0.65, 1.05, -0.38, -0.96, -0.75, -0.68, -0.94, 0.36, -0.01, 0.14, -0.32, 0.51, 0.50, 0.42, 0.48, 0.71, 0.63, 0.51, 0.44, 0.50, 0.49, -0.24, -0.09, 0.81, -0.66, -0.67, -0.58, -0.68, -0.30, 0.16, -0.15, -0.73, -0.47, -0.81, -0.46, 0.43, 0.40, 0.39, 0.50, 0.36, 0.49, 0.44, 0.43, 0.46, 0.67],
  "total_charge": 1,
  "multiplicity": 1,
  "gap_ev": 6.84,
  "relative_energy_kcal_mol": 20.3
}

---

Entry 2:
{
  "formula": "C52H37Cl2HgNO4P2S2",
  "method": "the ωB97M-V functional and the def2-TZVPD basis",
  "symbols": ["Hg", "O", "S", "C", "C", "C", "C", "C", "C", "P", "C", "C", "C", "C", "C", "C", "C", "C", "C", "C", "C", "C", "C", "C", "C", "C", "C", "C", "P", "C", "C", "C", "C", "C", "C", "C", "C", "C", "C", "C", "C", "H", "H", "H", "H", "H", "H", "H", "H", "H", "H", "H", "H", "H", "H", "H", "H", "H", "H", "H", "H", "H", "H", "H", "H", "H", "H", "H", "H", "Cl", "C", "C", "C", "Cl", "C", "C", "C", "C", "N", "C", "C", "O", "H", "H", "H", "H", "O", "C", "O", "C", "C", "C", "C", "S", "C", "C", "H", "H", "H", "H", "H"],
  "xyz": [[-1.45, -0.04, -0.19], [-0.20, -3.87, 1.57], [0.43, -2.65, 1.05], [1.78, -3.37, 0.02], [2.48, -4.46, 0.50], [3.36, -5.13, -0.33], [3.48, -4.75, -1.65], [2.75, -3.68, -2.14], [1.90, -2.96, -1.30], [0.98, -1.44, -1.82], [-0.43, -2.17, -2.72], [-1.28, -1.26, -3.35], [-2.46, -1.68, -3.92], [-2.81, -3.03, -3.86], [-1.97, -3.94, -3.25], [-0.77, -3.52, -2.68], [2.09, -1.03, -3.23], [3.26, -0.36, -2.87], [4.22, -0.09, -3.82], [4.02, -0.46, -5.14], [2.84, -1.09, -5.51], [1.87, -1.37, -4.56], [1.52, -2.09, 2.39], [1.79, -2.99, 3.40], [2.64, -2.63, 4.44], [3.22, -1.38, 4.44], [2.89, -0.46, 3.46], [2.01, -0.79, 2.43], [1.39, 0.49, 1.26], [0.43, 1.56, 2.42], [0.51, 1.49, 3.80], [-0.24, 2.35, 4.59], [-1.09, 3.27, 4.01], [-1.18, 3.34, 2.63], [-0.42, 2.50, 1.84], [2.90, 1.53, 1.19], [4.15, 0.95, 0.97], [5.29, 1.73, 0.86], [5.20, 3.11, 0.95], [3.97, 3.70, 1.15], [2.83, 2.92, 1.27], [2.33, -4.78, 1.52], [3.93, -5.96, 0.05], [4.12, -5.30, -2.32], [2.81, -3.42, -3.19], [-1.00, -0.21, -3.41], [-3.12, -0.96, -4.39], [-3.75, -3.36, -4.29], [-2.24, -4.98, -3.21], [-0.12, -4.23, -2.19], [3.40, -0.07, -1.84], [5.14, 0.42, -3.54], [4.77, -0.26, -5.89], [2.68, -1.38, -6.54], [0.96, -1.87, -4.85], [1.29, -3.94, 3.38], [2.84, -3.33, 5.24], [3.89, -1.09, 5.24], [3.31, 0.54, 3.50], [1.12, 0.74, 4.28], [-0.16, 2.28, 5.67], [-1.69, 3.93, 4.64], [-1.85, 4.06, 2.18], [-0.49, 2.57, 0.76], [4.23, -0.13, 0.90], [6.25, 1.26, 0.71], [6.09, 3.71, 0.86], [3.89, 4.77, 1.22], [1.87, 3.40, 1.43], [1.70, 2.95, -3.54], [-0.03, 3.00, -3.68], [-0.59, 3.57, -4.81], [-1.96, 3.66, -4.92], [-2.65, 4.35, -6.36], [-2.80, 3.16, -3.91], [-4.21, 3.23, -3.96], [-4.95, 2.65, -2.97], [-4.28, 1.97, -1.94], [-2.98, 1.95, -1.84], [-2.22, 2.55, -2.77], [-0.77, 2.48, -2.59], [-0.24, 2.01, -1.56], [0.05, 3.95, -5.59], [-4.67, 3.75, -4.79], [-6.03, 2.69, -2.98], [-4.83, 1.44, -1.18], [-6.80, 1.23, 6.33], [-6.77, 0.58, 5.14], [-7.82, 0.28, 4.61], [-5.45, 0.28, 4.57], [-5.40, -0.27, 3.28], [-4.20, -0.61, 2.70], [-2.99, -0.41, 3.38], [-1.49, -0.94, 2.74], [-3.04, 0.16, 4.66], [-4.24, 0.49, 5.24], [-5.91, 1.45, 6.64], [-6.32, -0.44, 2.75], [-4.17, -1.05, 1.71], [-2.11, 0.33, 5.19], [-4.21, 0.90, 6.24]],
  "mulliken_charge": [1.00, -0.76, 1.27, -0.22, -0.65, -0.80, -0.84, -0.37, 0.21, 1.69, 0.29, -0.16, -0.75, -0.70, -0.71, -0.59, -0.11, -0.39, -0.47, -0.62, -0.68, -0.28, -0.60, -1.07, -1.02, -0.73, -0.37, 0.81, 2.14, 0.45, -0.37, -0.65, -0.60, -0.94, -0.95, -0.09, -0.34, -0.82, -0.63, -0.66, -0.68, 0.46, 0.41, 0.41, 0.50, 0.58, 0.52, 0.38, 0.41, 0.38, 0.22, 0.43, 0.37, 0.41, 0.38, 0.62, 0.40, 0.41, 0.60, 0.23, 0.39, 0.38, 0.47, 0.92, 0.48, 0.43, 0.37, 0.42, 0.40, -0.22, 0.74, -0.81, 0.90, -0.32, 0.08, -0.99, -0.73, -0.51, 0.09, 0.28, -0.92, -0.30, 0.44, 0.40, 0.41, 0.48, -0.51, 0.67, -0.60, 0.97, -0.76, -0.62, 0.63, -0.14, -1.25, -0.77, 0.29, 0.43, 0.44, 0.40, 0.14],
  "total_charge": -1,
  "s_squared": 0.760,
  "multiplicity": 2,
  "gap_ev": [6.63, 5.20],
  "relative_energy_kcal_mol": 6.2
}

---

Entry 3:
{
  "formula": "C52H41CsO6P2S",
  "method": "the ωB97M-V functional and the def2-TZVPD basis",
  "symbols": ["Cs", "O", "S", "C", "C", "C", "C", "C", "C", "C", "C", "C", "C", "P", "C", "C", "C", "C", "C", "C", "C", "C", "C", "C", "C", "C", "C", "C", "C", "C", "C", "C", "C", "C", "C", "C", "C", "C", "P", "C", "C", "C", "C", "C", "C", "C", "C", "C", "C", "C", "C", "C", "C", "H", "H", "H", "H", "H", "H", "H", "H", "H", "H", "H", "H", "H", "H", "H", "H", "H", "H", "H", "H", "H", "H", "H", "H", "H", "H", "H", "H", "H", "H", "H", "H", "H", "H", "H", "H", "O", "C", "O", "C", "O", "C", "C", "O", "O", "H", "H", "H", "H", "H"],
  "xyz": [[1.05, 1.74, -1.80], [2.17, 0.25, 0.07], [1.08, -0.16, 1.02], [1.62, 0.43, 2.62], [2.83, -0.05, 3.07], [3.30, 0.22, 4.38], [2.50, 0.94, 5.22], [2.68, 1.35, 6.67], [1.39, 2.15, 7.02], [0.60, 2.20, 5.73], [-0.57, 2.81, 5.40], [-1.02, 2.73, 4.05], [-0.37, 2.04, 3.06], [-0.78, 2.26, 1.27], [-1.76, 3.83, 1.35], [-3.14, 3.90, 1.21], [-3.79, 5.13, 1.18], [-3.06, 6.31, 1.29], [-1.67, 6.25, 1.45], [-1.04, 5.01, 1.47], [-2.06, 1.00, 0.92], [-2.52, 0.08, 1.85], [-3.38, -0.95, 1.46], [-3.78, -1.05, 0.14], [-3.33, -0.13, -0.80], [-2.47, 0.88, -0.41], [0.82, 1.30, 3.42], [1.28, 1.46, 4.73], [1.11, -1.94, 1.37], [0.79, -2.28, 2.66], [0.82, -3.61, 3.14], [1.25, -4.58, 2.30], [1.47, -6.06, 2.52], [1.93, -6.61, 1.13], [1.88, -5.40, 0.21], [2.11, -5.28, -1.12], [1.87, -4.03, -1.73], [1.50, -2.89, -1.05], [0.92, -1.42, -2.01], [1.96, -1.60, -3.51], [1.51, -2.17, -4.70], [2.35, -2.26, -5.80], [3.65, -1.80, -5.72], [4.11, -1.24, -4.53], [3.28, -1.13, -3.44], [-0.74, -2.00, -2.57], [-1.42, -3.06, -1.99], [-2.71, -3.39, -2.40], [-3.34, -2.66, -3.40], [-2.67, -1.59, -3.99], [-1.39, -1.25, -3.56], [1.38, -2.97, 0.39], [1.51, -4.25, 0.95], [3.41, -0.69, 2.42], [4.26, -0.18, 4.69], [3.57, 1.96, 6.79], [2.80, 0.47, 7.31], [1.63, 3.15, 7.38], [0.82, 1.66, 7.81], [-1.14, 3.39, 6.12], [-1.91, 3.29, 3.79], [-3.73, 2.99, 1.12], [-4.87, 5.17, 1.05], [-3.56, 7.27, 1.26], [-1.09, 7.16, 1.54], [0.04, 4.98, 1.55], [-2.21, 0.15, 2.89], [-3.72, -1.66, 2.20], [-4.43, -1.86, -0.17], [-3.62, -0.23, -1.84], [-2.10, 1.58, -1.16], [0.54, -1.51, 3.37], [0.56, -3.81, 4.17], [0.56, -6.55, 2.86], [2.23, -6.23, 3.28], [1.28, -7.40, 0.78], [2.94, -7.02, 1.18], [2.40, -6.13, -1.73], [1.97, -3.97, -2.81], [0.49, -2.52, -4.79], [1.97, -2.67, -6.73], [4.30, -1.86, -6.58], [5.13, -0.87, -4.47], [3.64, -0.68, -2.52], [-0.94, -3.66, -1.22], [-3.22, -4.23, -1.94], [-4.34, -2.93, -3.73], [-3.14, -1.02, -4.78], [-0.88, -0.43, -4.05], [-1.90, 5.73, -2.04], [-1.30, 4.56, -2.30], [-0.89, 3.81, -1.46], [-1.20, 4.28, -3.78], [-0.65, 3.01, -3.91], [-0.27, 2.63, -5.24], [0.60, 1.39, -5.17], [0.47, 0.58, -6.09], [1.35, 1.34, -4.14], [-1.93, 5.80, -1.07], [-0.57, 5.05, -4.24], [-2.19, 4.37, -4.23], [0.30, 3.44, -5.70], [-1.16, 2.42, -5.84]],
  "mulliken_charge": [2.17, -0.71, 1.23, -1.22, 0.48, -1.58, 0.78, -0.82, -0.77, -0.33, -1.25, -0.02, -0.30, 0.31, 0.53, -0.16, -0.69, -0.51, -0.88, -0.20, 0.62, -0.42, -0.83, -0.52, -0.76, -0.17, -0.91, 1.44, -0.09, -0.32, -1.50, 0.23, -0.86, -0.77, -0.05, -1.36, 0.27, -0.03, 0.23, 0.54, 0.26, -0.73, -0.63, -0.51, -0.76, 0.90, -0.60, -0.63, -0.64, -0.71, -0.48, -1.20, 1.80, 0.62, 0.42, 0.31, 0.32, 0.31, 0.28, 0.45, 0.65, 0.44, 0.42, 0.37, 0.38, 0.37, 0.41, 0.41, 0.37, 0.62, 0.32, 0.43, 0.46, 0.30, 0.30, 0.30, 0.31, 0.47, 0.53, 0.45, 0.40, 0.36, 0.40, 0.41, 0.23, 0.44, 0.33, 0.48, 0.10, -0.59, 0.44, -0.17, -0.75, -0.03, -0.61, 0.40, -0.72, -0.74, 0.34, 0.37, 0.35, 0.41, 0.28],
  "multiplicity": 1,
  "gap_ev": 7.38
}

---

Entry 4:
{
  "formula": "C52H41LaN4OS6",
  "method": "the ωB97M-V functional and the def2-TZVPD basis",
  "symbols": ["La", "S", "C", "C", "C", "C", "C", "C", "S", "H", "H", "H", "H", "N", "S", "N", "S", "N", "S", "N", "C", "C", "C", "C", "C", "C", "C", "C", "C", "C", "C", "C", "C", "C", "C", "C", "C", "C", "C", "C", "C", "C", "C", "C", "C", "C", "C", "C", "C", "C", "C", "C", "C", "C", "C", "C", "H", "H", "H", "H", "H", "H", "H", "H", "H", "H", "H", "H", "H", "H", "H", "H", "H", "H", "H", "H", "H", "H", "H", "H", "H", "H", "H", "H", "H", "H", "C", "C", "O", "S", "C", "C", "C", "C", "C", "C", "C", "C", "H", "H", "H", "H", "H", "H", "H"],
  "xyz": [[15.97, 13.44, 13.43], [13.50, 13.82, 11.91], [12.96, 14.09, 13.54], [11.89, 13.27, 14.10], [11.38, 13.64, 15.31], [11.90, 14.63, 16.09], [12.90, 15.46, 15.68], [13.49, 15.20, 14.38], [14.89, 16.07, 13.99], [11.61, 12.30, 13.63], [10.49, 13.08, 15.67], [11.40, 14.83, 17.07], [13.30, 16.30, 16.25], [15.30, 12.01, 15.05], [15.74, 10.84, 15.84], [16.60, 9.65, 15.08], [16.32, 8.76, 13.80], [17.01, 9.09, 12.41], [17.17, 10.38, 11.50], [16.78, 11.80, 11.88], [18.82, 10.27, 10.96], [19.45, 9.02, 11.05], [20.82, 8.92, 10.66], [21.47, 9.99, 10.08], [20.87, 11.27, 10.08], [19.59, 11.39, 10.63], [16.25, 9.83, 10.08], [16.42, 8.55, 9.64], [15.83, 8.09, 8.45], [14.99, 8.92, 7.74], [14.80, 10.24, 8.21], [15.38, 10.68, 9.36], [17.34, 7.35, 14.21], [18.55, 7.63, 14.86], [19.28, 6.52, 15.46], [18.81, 5.24, 15.35], [17.70, 4.98, 14.47], [16.91, 6.02, 13.97], [14.60, 8.38, 13.44], [13.78, 9.11, 12.57], [12.55, 8.58, 12.23], [12.14, 7.38, 12.80], [12.88, 6.72, 13.73], [14.11, 7.25, 14.09], [17.10, 11.43, 16.95], [17.29, 10.93, 18.21], [18.29, 11.44, 19.07], [19.04, 12.57, 18.69], [18.86, 13.11, 17.42], [17.93, 12.48, 16.55], [14.52, 10.07, 16.87], [14.53, 8.72, 17.04], [13.52, 8.14, 17.84], [12.72, 8.96, 18.65], [12.78, 10.36, 18.53], [13.67, 10.92, 17.59], [19.00, 8.16, 11.47], [21.21, 7.89, 10.77], [22.49, 9.84, 9.78], [21.48, 12.10, 9.67], [19.09, 12.39, 10.82], [16.99, 7.89, 10.24], [15.99, 7.05, 8.13], [14.38, 8.57, 6.91], [14.05, 10.84, 7.68], [15.18, 11.66, 9.74], [18.91, 8.73, 14.89], [20.13, 6.89, 16.01], [19.17, 4.45, 15.97], [17.64, 3.91, 14.13], [16.08, 5.76, 13.30], [14.00, 10.18, 12.20], [11.83, 9.25, 11.71], [11.13, 7.13, 12.50], [12.50, 5.83, 14.15], [14.58, 6.67, 14.88], [16.78, 10.04, 18.56], [18.31, 10.94, 20.03], [19.80, 13.08, 19.29], [19.45, 13.97, 17.07], [17.80, 12.90, 15.53], [15.22, 8.06, 16.51], [13.28, 7.07, 17.67], [12.13, 8.42, 19.36], [12.11, 11.02, 19.11], [13.67, 12.01, 17.45], [26.20, 13.34, 8.83], [24.83, 13.64, 9.38], [23.72, 13.26, 9.04], [25.01, 14.77, 10.76], [23.48, 14.69, 11.47], [22.63, 15.85, 11.54], [21.29, 15.76, 12.10], [20.85, 14.54, 12.67], [21.68, 13.39, 12.47], [22.92, 13.43, 11.91], [19.61, 14.46, 13.32], [18.45, 14.36, 13.76], [26.17, 12.43, 8.21], [26.88, 13.03, 9.68], [26.75, 14.21, 8.39], [22.91, 16.88, 11.10], [20.59, 16.58, 12.16], [21.29, 12.47, 12.80], [23.48, 12.51, 11.80]],
  "mulliken_charge": [1.40, -0.44, -0.09, -0.33, -0.58, -0.32, -0.90, 0.65, -0.55, 0.27, 0.30, 0.33, 0.38, -0.84, 1.80, -0.16, 0.86, -0.23, 2.02, -0.72, 0.00, -0.29, -0.75, -0.76, -0.66, -0.23, 0.27, -0.22, -0.89, -0.47, -0.57, -0.49, 0.18, -0.37, -0.68, -0.61, -0.84, -0.34, 0.89, 0.15, -0.95, -0.69, -1.68, 0.03, 0.03, -0.04, -0.83, -0.41, -0.66, 0.69, -0.05, -0.29, -0.68, -0.57, -0.76, -0.28, 0.29, 0.38, 0.46, 0.65, 0.29, 0.28, 0.39, 0.38, 0.39, 0.47, 0.37, 0.41, 0.46, 0.35, 0.51, 0.35, 0.42, 0.40, 0.56, 0.83, 0.38, 0.40, 0.35, 0.50, -0.85, 0.68, 0.34, 0.43, 0.42, 0.44, -1.21, 0.81, -0.53, -0.29, 0.46, -0.48, -0.59, 0.50, -0.61, -0.27, -0.17, -1.24, 0.33, 0.34, 0.32, 0.25, 0.47, 0.69, 0.43],
  "multiplicity": 1,
  "gap_ev": 4.37,
  "relative_energy_kcal_mol": 0.0
}